{
  "formula": "C38H101MnN6O16",
  "method": "ωB97M-V/def2-TZVPD",
  "symbols": ["Mn", "C", "C", "O", "H", "H", "H", "H", "H", "C", "O", "C", "C", "N", "C", "C", "O", "C", "H", "H", "H", "H", "H", "H", "H", "H", "H", "H", "H", "H", "H", "H", "H", "C", "O", "C", "C", "N", "C", "C", "O", "C", "H", "H", "H", "H", "H", "H", "H", "H", "H", "H", "H", "H", "H", "H", "H", "C", "O", "C", "C", "N", "C", "C", "O", "C", "H", "H", "H", "H", "H", "H", "H", "H", "H", "H", "H", "H", "H", "H", "H", "C", "C", "O", "O", "H", "H", "H", "H", "H", "H", "C", "C", "O", "O", "H", "H", "H", "H", "H", "H", "C", "C", "O", "O", "H", "H", "H", "H", "H", "H", "C", "C", "C", "O", "C", "N", "H", "H", "H", "H", "H", "H", "H", "H", "H", "H", "H", "C", "C", "C", "O", "C", "N", "H", "H", "H", "H", "H", "H", "H", "H", "H", "H", "H", "C", "C", "C", "O", "C", "N", "H", "H", "H", "H", "H", "H", "H", "H", "H", "H", "H"],
  "xyz": [[20.3386, 8.7820, -29.3301], [21.0740, 9.2700, -25.1859], [21.8121, 9.8745, -26.3270], [21.2399, 9.5608, -27.5859], [20.3022, 9.9211, -24.7754], [21.7176, 9.0193, -24.3428], [20.5089, 8.3642, -25.4055], [22.8627, 9.5844, -26.3136], [21.8800, 10.9610, -26.2728], [19.8551, 5.7948, -27.8810], [19.4830, 7.1021, -28.3368], [18.1206, 7.4193, -28.0903], [17.8581, 8.9846, -27.9167], [18.2615, 9.5355, -29.1540], [18.2374, 11.0098, -29.0898], [16.8338, 11.6143, -29.3560], [16.3475, 11.0839, -30.5607], [14.9957, 11.4207, -30.7189], [19.1574, 5.0067, -28.1641], [19.8805, 5.8907, -26.7955], [20.8417, 5.5585, -28.2796], [17.7475, 6.8418, -27.2445], [17.5419, 6.9780, -28.9017], [18.4122, 9.2330, -27.0115], [16.8104, 9.1774, -27.6860], [17.5431, 9.3241, -29.8317], [18.9084, 11.5162, -29.7837], [18.4709, 11.4067, -28.1018], [17.0409, 12.6843, -29.3708], [16.1723, 11.4133, -28.5133], [14.6511, 11.1392, -31.7139], [15.0002, 12.5104, -30.6955], [14.3084, 10.8376, -30.1059], [20.4434, 3.9657, -22.7080], [20.6325, 5.1785, -21.9388], [20.1013, 6.4151, -22.5236], [19.8574, 7.4592, -21.4045], [18.9393, 6.9056, -20.3640], [18.6557, 7.8983, -19.3382], [19.7398, 8.0217, -18.2285], [20.0906, 6.7006, -17.6162], [21.3854, 6.7412, -16.9316], [20.8296, 3.0997, -22.1704], [20.9458, 3.9813, -23.6752], [19.3751, 3.7911, -22.8360], [19.2197, 6.1344, -23.0998], [20.8217, 6.8437, -23.2204], [19.3571, 8.3292, -21.8297], [20.8034, 7.7523, -20.9492], [19.2741, 6.0379, -19.9702], [17.9068, 7.4920, -18.6584], [18.2088, 8.8084, -19.7383], [19.3893, 8.6737, -17.4284], [20.6441, 8.3877, -18.7146], [22.1446, 7.2013, -17.5642], [21.6940, 5.7094, -16.7643], [21.4739, 7.3813, -16.0538], [24.8201, 6.5042, -24.3289], [25.1611, 6.7048, -22.9819], [24.0559, 7.3361, -22.3378], [24.1998, 7.3206, -20.7209], [24.4776, 6.0220, -20.1791], [23.3206, 5.1448, -20.2536], [23.6461, 3.8342, -19.5336], [24.6199, 3.0772, -20.2368], [25.0588, 1.9360, -19.5794], [25.6899, 6.0828, -24.8328], [24.5097, 7.3499, -24.9425], [24.1032, 5.6875, -24.4133], [23.1464, 6.7606, -22.5098], [23.7937, 8.2960, -22.7828], [23.3591, 7.8528, -20.2759], [25.0339, 7.9907, -20.5122], [25.0205, 5.5807, -20.9076], [23.0763, 5.0514, -21.3118], [22.4745, 5.5799, -19.7216], [22.6943, 3.3080, -19.4600], [23.9678, 4.1559, -18.5431], [26.0141, 1.6478, -20.0181], [24.3262, 1.1596, -19.7996], [25.1796, 2.0878, -18.5068], [23.2855, 8.1870, -29.6442], [24.1969, 7.5104, -28.6020], [24.5590, 6.2105, -28.9369], [22.0301, 7.5511, -29.8214], [23.6282, 8.2812, -30.6747], [23.0278, 9.2222, -29.4202], [23.8334, 7.5857, -27.5772], [25.0977, 8.1230, -28.6390], [24.9920, 6.2300, -29.7935], [22.1781, 6.7672, -30.3555], [23.0010, 14.2619, -26.0789], [21.9081, 14.2544, -27.1594], [20.6118, 13.6911, -26.7571], [24.2760, 14.5978, -26.5780], [23.1084, 13.3277, -25.5278], [22.7184, 14.8777, -25.2251], [22.3278, 13.6794, -27.9849], [21.8394, 15.2819, -27.5166], [20.7216, 12.7377, -26.7792], [24.6467, 15.3291, -26.0786], [21.3678, 11.2727, -20.8982], [21.7615, 10.8137, -22.3012], [23.1556, 10.8026, -22.4317], [21.3980, 12.6866, -20.6522], [21.8516, 10.6647, -20.1337], [20.3264, 10.9859, -20.7525], [21.3008, 11.4617, -23.0468], [21.4166, 9.7927, -22.4644], [23.5280, 11.6632, -22.2262], [21.9754, 13.0856, -21.3072], [25.9472, 10.5276, -24.4067], [26.3941, 10.3370, -25.9091], [25.8321, 11.3982, -26.8795], [26.0878, 10.8815, -28.1756], [25.4686, 11.5158, -29.3260], [27.8133, 10.5164, -25.9829], [26.5910, 11.2937, -23.9746], [26.0829, 9.6592, -23.7620], [24.9442, 10.9406, -24.2989], [26.0612, 9.3598, -26.2586], [26.3238, 12.3609, -26.7396], [24.7600, 11.5622, -26.7710], [24.4029, 11.6787, -29.1650], [25.5190, 10.9916, -30.2804], [26.0463, 12.4375, -29.3941], [28.0239, 10.4256, -26.9665], [28.0656, 11.4670, -25.7533], [19.5081, 8.2034, -33.5076], [20.2702, 8.4730, -32.1477], [20.5023, 9.9766, -32.0303], [21.0576, 10.2017, -30.6752], [21.6288, 11.4878, -30.5066], [19.4636, 7.9155, -31.0996], [20.1127, 8.4960, -34.3661], [18.5816, 8.7637, -33.6329], [19.2559, 7.1581, -33.6864], [21.2000, 7.9064, -32.0958], [19.6090, 10.5961, -32.1093], [21.1885, 10.2129, -32.8436], [22.1684, 11.5547, -29.5619], [20.9849, 12.3672, -30.5220], [22.3900, 11.6103, -31.2771], [19.5883, 6.9456, -31.3521], [18.5042, 8.0548, -31.3832], [17.3253, 8.7836, -23.2759], [16.4914, 9.4882, -24.3473], [17.2654, 10.7398, -24.8699], [17.5240, 11.6509, -23.8366], [18.3048, 12.7503, -24.3448], [16.0672, 8.6301, -25.4304], [16.7237, 7.9837, -22.8443], [17.5175, 9.4868, -22.4655], [18.2532, 8.4587, -23.7464], [15.5362, 9.8156, -23.9369], [16.6798, 11.2530, -25.6328], [18.1748, 10.4145, -25.3749], [17.7010, 13.3040, -25.0637], [19.1840, 12.3976, -24.8840], [18.6628, 13.3589, -23.5143], [15.5228, 9.0738, -26.1563], [15.3692, 7.9744, -25.1093]],
  "e_tot_ev": -114050.17905,
  "homo_energy_ha": [-0.3607, -0.3607],
  "homo_lumo_gap_ev": [7.301, 7.288],
  "s_squared": 8.753,
  "molar_mass_g_mol": 953.19,
  "total_charge": 1,
  "multiplicity": 6
}